57
Properties=species:S:1:pos:R:3:forces:R:3 method="wB97M-V/def2-TZVPD" total_charge=-1 multiplicity=1 homo_lumo_gap_ev=9.40 relative_energy_kcal_mol=83.2 energy_ha=-1856.7793
B 0.0765 -0.1847 0.6982 -1.0355 -0.6079 0.5299
F -0.2750 0.9870 0.0438 0.3026 0.6886 -0.2413
F -1.0834 -0.9541 0.6899 -0.4475 -0.7794 -1.2145
F 1.0254 -0.8863 0.0092 1.2541 -0.1731 -0.1777
F 0.4198 -0.0052 2.0514 0.3864 0.1996 -0.6097
O 1.3935 -4.0718 -1.4235 0.0153 -0.2948 -0.2190
H 0.8441 -3.9916 -0.6438 -0.1237 -0.1229 0.2937
H 1.4929 -3.1740 -1.7403 0.2184 0.3938 -0.0481
O -1.2704 1.5584 3.9998 0.0720 0.4647 0.4119
H -1.1966 2.3097 3.4112 0.0412 0.1993 -0.1429
H -1.2950 0.7990 3.4176 -0.2357 -0.5583 -0.1126
O 3.3772 -0.5012 2.1257 0.3292 0.1237 0.0020
H 3.6831 -1.4081 2.1375 0.1158 -0.2205 0.0386
H 2.5772 -0.5246 1.6007 -0.3845 0.0311 -0.0229
O -2.1205 -1.0330 2.8212 -0.3454 -0.2225 1.4233
H -1.3826 -1.0975 2.2149 -0.2980 0.1875 0.2165
H -2.8957 -1.0816 2.2617 -0.2673 0.2254 -0.1176
C -3.8788 2.3416 1.2324 -2.6958 1.2810 1.0115
O -4.5425 1.3612 1.1677 -1.0992 -3.6344 -0.4197
N -2.7032 2.5585 0.7300 3.5719 -0.6648 -1.6135
N -4.3635 3.4401 1.8175 0.1327 2.6018 0.9271
H -2.2635 3.4644 0.8083 0.3565 -0.6518 -0.0682
H -2.1791 1.7128 0.5562 0.4561 0.5013 -0.2848
H -5.3309 3.5908 2.0655 0.4305 -0.2067 -0.2565
H -3.7128 4.1950 1.6538 -1.1157 0.7212 0.7221
C -0.4180 -4.3231 1.5213 -0.8366 -2.4638 0.1721
O -0.0053 -5.4350 1.4597 0.3676 -4.8940 -1.3443
N 0.3816 -3.4663 1.9865 4.8409 6.1489 2.4338
N -1.6258 -3.8913 1.3051 -2.5734 0.9449 -0.8049
H 1.3430 -3.7272 2.1533 -0.4360 -0.1469 -0.0443
H 0.1890 -2.4772 2.0542 0.0851 -0.2319 0.0654
H -2.2772 -4.4900 0.8181 0.0227 0.6108 0.1462
H -1.6360 -2.8872 1.4144 -1.4860 -0.2894 -0.5621
C -0.4339 0.7412 -4.3215 2.5785 2.1666 -4.1422
O 0.2722 1.7292 -4.5051 0.2569 0.7033 0.9292
N -0.5053 -0.1687 -5.2758 -0.5115 -2.5414 -1.4324
N -1.2030 0.5258 -3.3301 -1.9941 0.0040 4.2681
H -0.2303 0.0401 -6.2250 0.0683 -0.2610 0.4817
H -0.9765 -1.0146 -4.9887 0.1764 -0.1210 -1.0854
H -0.9690 1.1545 -2.5750 -0.7293 -0.5166 0.5979
H -1.7365 -0.3284 -3.2539 0.1146 0.4839 0.5508
C 3.3031 -0.7594 -2.6602 -0.5436 2.2617 -4.3497
O 3.9143 -0.6747 -3.6788 2.1119 -0.3770 -2.7900
N 2.2720 -0.0341 -2.4044 -4.2723 4.4043 0.2182
N 3.3947 -1.6078 -1.7421 2.6460 -6.0109 5.6474
H 1.8107 -0.1614 -1.5149 -0.4571 0.1106 -0.7225
H 1.8093 0.3998 -3.1904 0.1703 0.5965 0.3662
H 3.3363 -1.1208 -0.8592 0.1678 -1.1148 0.6326
H 4.0755 -2.3392 -1.8891 0.3119 0.2715 0.6202
C 1.6911 3.5633 0.8652 2.0209 4.6875 0.9556
O 2.2300 4.6366 1.0848 0.7443 1.2941 0.3614
N 1.1738 2.8131 1.7451 -2.1661 -3.7482 4.6085
N 1.4813 3.1114 -0.3025 -0.3702 -1.4156 -6.1187
H 1.3873 2.9055 2.7280 0.0253 -0.2041 -0.3227
H 0.8521 1.9423 1.3472 -0.1393 0.1200 1.4549
H 1.1017 2.1810 -0.4035 0.0505 0.6397 -0.7720
H 1.6014 3.7579 -1.0692 0.1214 -0.5935 -0.0465

---

18
Properties=species:S:1:pos:R:3:forces:R:3 method="wB97M-V/def2-TZVPD" total_charge=+1 multiplicity=1 homo_lumo_gap_ev=7.68 relative_energy_kcal_mol=56.6 energy_ha=-289.2847
C -0.9925 1.9235 0.4885 -0.4082 -0.7983 -0.5913
O -1.2937 2.5848 -0.7708 -0.1835 0.0475 1.4314
C -0.0930 0.7003 0.1350 0.4830 1.6798 0.8920
C 0.3983 -0.0760 1.3678 0.1000 -0.4498 -0.2705
H -0.4855 2.5541 1.2311 0.1012 0.1389 -0.4423
H -1.9271 1.5720 0.9955 0.5484 0.1446 -0.4946
H -1.9356 3.3039 -0.5940 0.5690 -0.5899 -0.1624
H -0.5937 0.1274 -0.6221 -0.7409 -0.0678 -0.2382
H 0.8076 1.0513 -0.3752 -0.1094 0.3754 -0.0927
H -0.4040 -0.6874 1.8094 0.3364 0.1149 0.0636
H 1.2600 -0.7323 1.0771 -0.6735 0.3807 0.5020
H 0.7893 0.6031 2.1430 -0.2256 -0.2504 -0.3637
C 1.3847 -2.3404 -1.2066 -2.7736 1.8487 0.7626
N 0.1213 -2.0244 -1.0784 2.0438 -1.7694 -1.0161
H 1.9889 -1.7262 -0.5712 0.8888 -0.3278 0.3343
H 1.7701 -3.0377 -1.9314 -0.1829 -0.1389 -0.1904
H -0.5487 -2.4233 -1.7221 -0.3062 -0.2418 0.0298
H -0.2464 -1.3728 -0.3755 0.5332 -0.0964 -0.1534

---

no.,M (g/mol)
1,459.1
2,90.1